No. 1
A molecular structure, C5H5NO in a non-equilibrium geometry, computed with ωB97M-V with the def2-TZVPD basis set.

relative energy (zero: lowest compared OMol25 entry of this formula, charge and spin)	71.5	kcal per mole

Each line ends with the Mulliken charge.
Element x y z (Å)
O1 1.20851 1.61077 -1.22859  -0.536
C1 -0.30089 1.13342 0.70974  -0.491
C2 0.35678 -0.25128 0.68837  -0.140
C3 -0.65179 -1.19566 0.08076  -0.549
C4 0.36833 -0.55377 -0.80130  -0.288
C5 0.23767 0.90714 -1.10939  0.727
N1 -0.84581 1.51565 -0.39379  -0.469
H1 -0.48821 1.66420 1.61945  0.466
H2 1.11505 -0.63275 1.37161  0.401
H3 -1.68166 -0.85490 0.05234  0.225
H4 -0.50785 -2.25667 0.26524  0.279
H5 1.18987 -1.08616 -1.25444  0.375



No. 2
2 unconnected molecules or ions with the total composition C2H3IO in a non-equilibrium geometry, computed with ωB97M-V with the def2-TZVPD basis set.

relative energy (zero: lowest compared OMol25 entry of this formula, charge and spin)	137.1	kcal per mole

Each line ends with the Mulliken charge.
Element x y z (Å)
C1 0.21450 -0.93612 -0.24801  -0.106
C2 -0.22996 0.38680 0.07429  -0.181
O1 -0.85277 -0.27933 -0.91423  -0.302
I1 -1.39450 1.23306 1.65027  0.087
H1 0.97827 -0.99498 -0.92046  0.221
H2 -0.07383 -1.68512 0.40737  0.245
H3 1.35829 2.27568 -0.04923  0.035



No. 3
3 unconnected molecules or ions with the total composition C17H32O7 in a non-equilibrium geometry, computed with ωB97M-V with the def2-TZVPD basis set.

relative energy (zero: lowest compared OMol25 entry of this formula, charge and spin)	0.0	kcal per mole

Each line ends with the Mulliken charge.
Element x y z (Å)
C1 1.60126 -0.15358 1.98928  -0.843
C2 2.11140 0.88604 1.30163  -0.454
C3 1.42515 2.23211 1.21616  0.079
C4 0.98447 2.77232 2.58146  -0.626
O1 -0.44705 2.74322 2.72345  -0.320
C5 -1.10895 3.72734 2.10997  0.624
O2 -0.60104 4.66612 1.57089  -0.595
C6 -2.59743 3.48381 2.17316  -0.447
C7 -3.03350 2.69538 0.96459  0.376
O3 -2.33150 2.35241 0.06800  -0.433
O4 -4.39406 2.41621 0.94290  -0.346
C8 -4.87239 1.55523 1.93768  0.677
C9 -4.69257 0.10321 1.61339  -0.918
O5 -5.37815 1.98512 2.92272  -0.485
H1 2.19417 -0.70486 2.71053  0.325
H2 0.55977 -0.42889 1.83440  0.242
H3 3.01865 0.77328 0.71163  0.522
H4 2.12637 2.93713 0.77303  0.379
H5 0.53110 2.18758 0.58239  -0.080
H6 1.35356 2.14254 3.38479  0.398
H7 1.35729 3.78414 2.72992  0.287
H8 -3.14846 4.41932 2.24074  0.391
H9 -2.82915 2.89679 3.06428  0.328
H10 -3.69546 -0.19659 1.94684  0.213
H11 -5.42013 -0.46363 2.18695  0.354
H12 -4.77612 -0.08351 0.54694  0.347
C10 2.05068 -5.03466 -0.28898  -1.063
C11 1.39598 -4.09788 0.71192  -0.315
O6 0.50449 -3.16430 0.12926  -0.344
C12 -0.60592 -3.70993 -0.55864  -0.348
C13 -1.52589 -4.54592 0.31535  -1.112
H13 2.52533 -4.46500 -1.08924  0.239
H14 2.80950 -5.63897 0.20916  0.400
H15 1.33108 -5.71732 -0.74343  0.272
H16 2.15789 -3.48876 1.19910  0.309
H17 0.89410 -4.67109 1.50029  0.337
H18 -0.27560 -4.29002 -1.42827  0.309
H19 -1.14996 -2.84684 -0.94393  0.322
H20 -1.04464 -5.46376 0.65577  0.291
H21 -2.41689 -4.82902 -0.24622  0.403
H22 -1.83104 -3.98040 1.19720  0.284
C14 2.63737 -0.51660 -3.45782  -1.289
C15 2.24525 0.32778 -2.25761  0.148
O7 2.60443 1.69454 -2.36219  -0.438
C16 2.01338 2.40664 -3.43501  -0.332
C17 0.49594 2.46151 -3.37662  -0.937
H23 3.69876 -0.39511 -3.67929  0.332
H24 2.43774 -1.56839 -3.24935  0.359
H25 2.07540 -0.24332 -4.35233  0.310
H26 2.76959 -0.03434 -1.37402  0.164
H27 1.17369 0.22821 -2.05047  0.208
H28 2.34548 1.99972 -4.39738  0.302
H29 2.42045 3.41540 -3.36203  0.355
H30 0.04474 1.47988 -3.52852  0.257
H31 0.11787 3.12305 -4.15689  0.422
H32 0.16355 2.83666 -2.40752  0.164



No. 4
A molecular structure, C40H36CeClN3Si2 in a non-equilibrium geometry, computed with ωB97M-V with the def2-TZVPD basis set.

net charge	+2
relative energy (zero: lowest compared OMol25 entry of this formula, charge and spin)	0.0	kcal per mole

Each line ends with the Mulliken charge.
Element x y z (Å)
C1 -0.90154 -0.11424 0.79586  -0.515
C2 -1.26253 0.40771 -0.48961  -0.824
C3 -1.22623 -0.67234 -1.42722  0.060
H1 -1.59032 1.42058 -0.70398  0.582
C4 -0.74797 -1.83745 -0.74585  -0.968
C5 -0.60192 -1.50656 0.63441  -0.669
H2 -0.27102 -2.19271 1.41440  0.830
H3 -0.91233 0.43753 1.73248  0.574
H4 -1.50265 -0.62003 -2.46075  0.804
H5 -0.56642 -2.79816 -1.21374  0.645
Ce1 1.17505 -0.22038 -0.62750  0.613
Si1 1.08530 0.38368 -4.24379  0.004
C6 0.17206 2.02162 -4.37762  1.189
C7 0.74746 3.23952 -4.76916  -0.574
H6 1.82590 3.29041 -4.98682  0.374
C8 -0.08436 4.34154 -4.93755  -0.841
H7 0.34934 5.28884 -5.26028  0.499
C9 -1.45328 4.25698 -4.67474  -0.798
H8 -2.09460 5.13818 -4.78372  0.477
C10 -1.99927 3.04098 -4.27895  -1.089
H9 -3.06762 2.94522 -4.07058  0.437
C11 -1.20008 1.91537 -4.14105  0.174
H10 -1.63101 0.95067 -3.82757  0.356
C12 0.18448 -1.24540 -4.49701  1.749
C13 -1.00973 -1.25651 -5.23609  0.256
H11 -1.38162 -0.34667 -5.71936  -0.347
C14 -1.65940 -2.47596 -5.44778  -0.726
H12 -2.53120 -2.48863 -6.09872  0.455
C15 -1.20238 -3.64360 -4.83807  -0.933
H13 -1.71274 -4.58230 -5.03489  0.463
C16 -0.09641 -3.58339 -4.00833  -0.838
H14 0.25020 -4.49132 -3.51652  0.522
C17 0.60996 -2.40484 -3.82658  -0.565
H15 1.50840 -2.38395 -3.20257  0.542
H16 0.59322 0.39279 -2.75897  -0.258
Si2 1.47114 0.16692 -6.59013  -0.050
C18 1.51386 -1.40094 -7.53044  0.599
C19 0.85084 -1.44495 -8.77465  -0.425
H17 0.60721 -0.52276 -9.29705  0.459
C20 0.40870 -2.66289 -9.28615  -0.700
H18 -0.20094 -2.69287 -10.19306  0.421
C21 0.71869 -3.85597 -8.61843  -0.465
H19 0.32178 -4.80909 -8.98361  0.405
C22 1.53087 -3.82769 -7.47817  -0.483
H20 1.78507 -4.76207 -6.97177  0.413
C23 1.97030 -2.61168 -6.96646  -0.493
H21 2.59492 -2.58760 -6.08326  0.437
C24 0.77307 1.52305 -7.62145  0.771
C25 -0.61100 1.71861 -7.77231  0.338
H22 -1.30779 1.02108 -7.28883  0.317
C26 -1.10446 2.81275 -8.47967  -0.733
H23 -2.18159 2.96532 -8.55856  0.422
C27 -0.22160 3.71677 -9.08404  -0.529
H24 -0.61098 4.56321 -9.66933  0.393
C28 1.16545 3.53619 -8.93688  -0.617
H25 1.86167 4.24918 -9.39282  0.402
C29 1.66762 2.45536 -8.19973  -0.748
H26 2.74566 2.33946 -8.02739  0.389
H27 2.42510 0.70150 -4.67506  -0.385
Cl1 3.12946 0.00685 -2.55059  -0.446
C30 1.68542 -2.34028 5.07528  -0.450
C31 1.66710 -0.95320 5.30310  -0.649
C32 1.78593 -0.07935 4.22221  -0.326
C33 1.87802 -0.58283 2.91626  0.529
C34 1.95392 -1.98588 2.69152  -0.414
C35 1.82991 -2.85354 3.77662  -0.698
N1 1.81613 0.30304 1.82367  0.572
N2 1.94061 1.56678 2.20147  -0.629
C36 1.61703 2.52214 1.26444  0.128
C37 1.70665 3.89233 1.61248  -0.393
C38 1.34681 4.85591 0.68755  -0.607
C39 0.86898 4.43438 -0.56804  -0.825
C40 0.79638 3.07896 -0.87062  -0.078
N3 1.20853 2.12657 0.01182  0.280
H28 1.57509 -3.02486 5.91558  0.405
H29 1.57927 -0.54742 6.31193  0.405
H30 1.77113 1.00265 4.35018  0.453
H31 2.08559 -2.35512 1.66918  0.506
H32 1.84635 -3.93638 3.60899  0.405
H33 2.06452 4.10268 2.61786  0.554
H34 1.43053 5.92181 0.91563  0.436
H35 0.54578 5.14718 -1.32438  0.524
H36 0.41492 2.69553 -1.83038  0.522



No. 5
A molecular structure, C30H29Br2N4OPRuS in a non-equilibrium geometry, computed with ωB97M-V with the def2-TZVPD basis set.

net charge	+1
spin multiplicity	2
relative energy (zero: lowest compared OMol25 entry of this formula, charge and spin)	29.2	kcal per mole

Each line ends with the Mulliken charge.
Element x y z (Å)
Ru1 0.03580 0.43320 -0.84390  -0.488
C1 -4.60740 -1.99100 -0.92770  -0.810
C2 -3.78350 -3.09790 -0.27420  -0.656
N1 -2.40360 -3.12300 -0.72240  0.006
C3 -1.48420 -2.17490 -0.48410  0.061
S1 -2.01010 -0.55930 0.01480  -0.327
N2 -0.21770 -2.46610 -0.59420  -1.326
N3 0.65080 -1.48090 -0.52280  2.164
C4 1.95470 -1.67170 -0.25280  -0.243
C5 2.48190 -3.04440 -0.00580  -1.958
C6 2.74090 -0.49770 -0.12630  0.921
C7 4.14320 -0.49030 0.07300  -0.966
C8 4.80600 0.69710 0.25820  -0.547
C9 4.08790 1.89790 0.25650  -0.917
C10 2.72440 1.84020 0.02910  -0.436
N4 2.07330 0.70540 -0.16510  0.460
H1 -5.66130 -2.24420 -0.85980  0.426
H2 -4.32870 -1.88110 -1.97370  0.079
H3 -4.45270 -1.03580 -0.43310  0.335
H4 -4.21230 -4.06410 -0.54450  0.397
H5 -3.81110 -2.99380 0.81670  0.279
H6 -2.01280 -4.02980 -0.93600  0.320
H7 3.11800 -3.04710 0.87790  0.495
H8 3.06920 -3.38960 -0.85740  0.322
H9 1.65270 -3.73340 0.14260  0.378
H10 4.68030 -1.42340 0.08620  0.520
H11 5.87360 0.71410 0.40750  0.468
H12 4.57090 2.84310 0.43180  0.490
H13 2.12820 2.74580 0.00270  0.474
O1 -0.45600 3.08170 -0.58000  -0.676
C11 -0.65600 2.27400 -1.45430  1.302
C12 -1.15340 2.47760 -2.79710  -0.508
C13 -1.69700 3.71650 -3.16790  -0.972
C14 -2.08920 3.92190 -4.47240  -0.547
C15 -1.93130 2.92300 -5.43050  -0.747
C16 -1.41440 1.68930 -5.07260  -0.103
C17 -1.05060 1.45010 -3.75690  -0.110
P1 -0.39510 -0.14140 -3.17440  2.117
C18 1.18370 -0.25750 -4.08150  0.693
C19 2.18840 0.58050 -3.59650  -0.443
C20 3.40720 0.65920 -4.23740  -0.717
C21 3.63520 -0.10220 -5.37300  -0.630
C22 2.64730 -0.94600 -5.85370  -0.705
C23 1.41950 -1.02780 -5.21680  -0.398
C24 -1.48360 -1.42440 -3.84220  0.656
C25 -2.81420 -1.16960 -4.17650  -0.888
C26 -3.61670 -2.20260 -4.62680  -0.601
C27 -3.11850 -3.49270 -4.70520  -0.568
C28 -1.80870 -3.75520 -4.33830  -0.873
C29 -0.99310 -2.73220 -3.89670  -0.518
H14 -1.80010 4.48590 -2.41780  0.536
H15 -2.52210 4.87160 -4.74750  0.425
H16 -2.20760 3.11370 -6.45590  0.451
H17 -1.29010 0.91340 -5.81290  0.542
H18 1.98960 1.18770 -2.71380  0.064
H19 4.17570 1.31560 -3.86150  0.480
H20 4.58190 -0.03480 -5.88510  0.409
H21 2.83120 -1.53540 -6.74010  0.448
H22 0.65580 -1.68230 -5.61140  0.453
H23 -3.21820 -0.17180 -4.07830  0.459
H24 -4.63700 -2.00880 -4.92280  0.440
H25 -3.75450 -4.30080 -5.03000  0.444
H26 -1.42480 -4.76120 -4.39790  0.473
H27 0.02060 -2.94470 -3.58230  0.558
Br1 -0.22550 1.75560 2.09440  0.012
C30 -0.30520 0.38530 3.47790  -0.578
Br2 0.48970 -1.26190 2.88340  -0.088
H28 -1.35020 0.19690 3.71530  0.356
H29 0.24660 0.74080 4.34450  0.427



No. 6
2 unconnected molecules or ions with the total composition CH3IN2O in a non-equilibrium geometry, computed with ωB97M-V with the def2-TZVPD basis set.

relative energy (zero: lowest compared OMol25 entry of this formula, charge and spin)	67.8	kcal per mole

Each line ends with the Mulliken charge.
Element x y z (Å)
C1 -0.50109 0.46625 0.16288  0.157
N1 0.23449 1.27241 -0.63315  -0.361
N2 1.01655 -2.29458 0.06106  -0.324
O1 -0.49015 0.39866 1.38416  -0.562
I1 -0.23637 -2.63557 1.48833  0.319
H1 -1.12022 -0.19710 -0.49064  0.311
H2 0.19448 0.97629 -1.62541  0.226
H3 0.90231 2.01363 -0.34724  0.235